Record 1
This record from the OMol25 dataset describes 2 unconnected molecules or ions with the total composition C2H8NO. The level of theory is wB97M-V/def2-TZVPD.

## Properties
multiplicity = 2
⟨S²⟩ = 0.75
Kohn-Sham gap (spin up / spin down) = 11.6 / 4.1 eV
max |F| = 4.5 eV/Å
E_tot = -5716.651 eV
net charge = +2
lowest unoccupied orbital energy (spin up / spin down) = -9.9 / -17.3 eV
ΔE to the lowest compared entry with this formula, charge and spin = 3.922 eV

The geometry in XYZ format:
```
12
Properties=species:S:1:pos:R:3:forces:R:3:lowdin_spin:R:1
O -0.700254 0.004271 -2.390275 0.10 -0.08 0.23 0.94
H 0.747091 0.119755 -0.495040 0.10 -1.09 -0.80 0.00
H -0.424721 -0.399997 -3.249099 0.16 -0.48 -0.80 0.01
H -1.169767 0.849391 -2.597640 -0.55 0.68 -0.18 0.01
C 0.571632 0.931477 1.307242 0.26 0.37 1.26 0.01
C -0.094534 -1.388488 0.699116 -1.74 4.18 0.00 0.00
N 0.296641 -0.167311 0.359061 1.49 -1.95 1.40 0.01
H 1.615124 0.951825 1.856546 -1.75 -0.24 -1.75 0.00
H -0.138293 0.730734 2.072184 -0.55 0.31 1.12 0.00
H 0.274024 1.879634 0.819498 0.63 -0.44 0.28 0.00
H -0.290805 -2.143404 -0.036128 0.61 -0.56 -0.25 0.00
H -0.686133 -1.367885 1.654540 1.24 -0.70 -0.50 0.00
```
Forces are in eV/Å.

***

Record 2
This record from the OMol25 dataset describes a molecular structure, CH16AgO7. The level of theory is wB97M-V/def2-TZVPD.

## Properties
multiplicity = 2
⟨S²⟩ = 0.75
Kohn-Sham gap (spin up / spin down) = 7.2 / 2.1 eV
max |F| = 3.2 eV/Å
E_tot = -19606.421 eV
net charge = +2
lowest unoccupied orbital energy (spin up / spin down) = -8.6 / -13.7 eV
ΔE to the lowest compared entry with this formula, charge and spin = 0.580 eV

The geometry in XYZ format:
```
25
Properties=species:S:1:pos:R:3:forces:R:3:lowdin_spin:R:1
Ag 0.523581 -0.114295 -0.448203 0.42 0.09 -0.41 0.00
C -3.587239 0.199850 3.666525 0.16 1.21 -1.71 0.15
O -2.872948 -0.585343 2.700856 -0.66 2.53 1.80 0.71
H -4.667871 0.064493 3.621537 -0.42 -1.15 0.12 0.05
H -3.270491 0.058348 4.699857 0.34 -1.11 0.78 0.08
H -3.457726 1.277275 3.564209 0.87 -0.09 -0.81 0.01
H -3.158649 -1.499451 2.767140 -0.46 -1.42 0.01 0.01
O -2.810943 2.114620 -2.508617 0.31 -0.27 0.33 0.00
H -2.935600 3.062659 -2.552332 0.01 0.31 -0.11 0.00
H -3.698410 1.756211 -2.495871 -0.26 -0.09 -0.15 0.00
O 1.847783 -4.271326 -0.072765 -0.24 0.41 0.06 0.00
H 2.618494 -4.580859 0.403092 0.25 -0.07 0.14 0.00
H 1.612066 -4.999596 -0.647469 -0.07 -0.20 -0.19 0.00
O 4.409016 -0.169047 2.029133 -0.42 0.00 -0.14 0.00
H 5.169451 0.312787 1.703859 0.22 0.15 -0.12 0.00
H 4.742599 -0.669618 2.773705 0.10 -0.15 0.21 0.00
O 3.008758 1.395291 -3.461549 -0.25 -0.18 0.40 0.00
H 3.114866 2.327577 -3.650794 0.06 0.28 -0.03 0.00
H 3.191763 0.959133 -4.293706 0.08 -0.16 -0.24 0.00
O 1.131084 3.782479 1.251875 -0.20 -0.45 -0.10 0.00
H 0.663908 4.575367 0.988588 -0.10 0.25 -0.12 0.00
H 1.766973 4.083028 1.901132 0.25 0.06 0.18 0.00
O -0.993463 -2.707542 -3.789275 0.09 0.27 0.38 0.00
H -0.487015 -3.258580 -4.386025 0.18 -0.12 -0.21 0.00
H -1.859986 -3.113462 -3.764901 -0.25 -0.10 -0.07 0.00
```
Forces are in eV/Å.

***

Record 3
This record from the OMol25 dataset describes 7 unconnected molecules or ions with the total composition C24H60O19P4. The level of theory is wB97M-V/def2-TZVPD.

## Properties
SMILES = COP(=O)(OC)OC.COP(=O)(OC)OC.COP(=O)(OC)OC.COP(=O)(OC)OC.C1CCOC1.C1CCOC1.C1CCOC1
Kohn-Sham gap = 9.9 eV
max |F| = 3.0 eV/Å
E_tot = -101925.367 eV
net charge = 0
lowest unoccupied orbital energy = 0.6 eV

The geometry in XYZ format:
```
107
Properties=species:S:1:pos:R:3:forces:R:3:lowdin_charge:R:1
C 3.992248 1.804194 -4.087420 2.02 -0.22 -0.63 -0.12
O 2.690844 2.336823 -4.144855 -1.58 -0.56 0.15 -0.21
P 1.504434 1.243559 -4.324379 0.77 -1.47 0.00 0.44
O 1.556442 0.468203 -5.593433 -0.09 0.93 1.44 -0.23
O 1.653950 0.374229 -2.964073 -0.31 1.25 -1.06 -0.23
C 1.724310 -1.025760 -2.902117 1.02 -1.38 -0.14 -0.12
O 0.149834 2.017609 -4.013731 1.17 0.04 0.03 -0.22
C -0.164096 3.111006 -4.863717 -1.30 0.62 -0.56 -0.10
H 4.081239 0.731997 -3.904731 -0.56 0.00 0.28 0.09
H 4.626687 2.316516 -3.363091 -0.57 0.13 0.38 0.09
H 4.533541 1.940534 -5.028781 -0.45 0.15 -0.24 0.09
H 2.226698 -1.283613 -1.968480 -0.56 0.16 0.34 0.08
H 2.414833 -1.481363 -3.618703 -0.20 0.47 -0.54 0.09
H 0.771586 -1.542048 -3.019309 -0.17 0.29 0.20 0.09
H -0.074122 2.852174 -5.919717 0.38 -0.05 0.05 0.09
H 0.363152 4.033963 -4.624015 0.42 -0.29 0.08 0.09
H -1.223463 3.330214 -4.719305 0.03 -0.13 0.17 0.09
C 1.658528 3.871527 0.571304 -1.33 -0.14 0.12 -0.11
O 2.787447 4.729978 0.671752 1.15 -0.37 0.39 -0.21
P 4.258837 4.066824 0.613438 0.26 0.22 -0.87 0.46
O 4.371966 2.643029 0.999617 -0.05 1.29 -0.23 -0.23
O 5.100235 5.146960 1.452642 -0.89 -0.27 -1.03 -0.21
C 6.191243 4.810424 2.277448 0.28 -0.99 1.49 -0.11
O 4.747252 4.298157 -0.928813 -0.48 -0.07 1.15 -0.23
C 4.488616 5.541006 -1.616050 -0.38 -0.28 0.31 -0.09
H 0.945272 4.297017 -0.136244 0.52 -0.20 -0.65 0.09
H 1.010722 3.850867 1.453028 0.77 0.24 0.61 0.09
H 1.928522 2.835299 0.381566 0.08 0.14 -0.39 0.06
H 7.014284 5.518654 2.218606 -0.23 0.15 -0.45 0.09
H 6.557169 3.791782 2.135276 0.02 0.09 -0.54 0.09
H 5.843514 4.788808 3.314118 -0.03 0.30 -0.01 0.09
H 3.422678 5.767237 -1.578561 -0.01 0.00 0.01 0.08
H 4.768499 5.392637 -2.655459 0.19 0.01 0.08 0.09
H 5.031080 6.366604 -1.157768 0.17 -0.06 -0.06 0.09
C -3.632485 -4.328086 4.148389 0.28 0.08 0.60 -0.09
O -2.686583 -4.399736 3.057050 -0.62 0.74 -0.47 -0.22
P -2.472123 -3.082515 2.148886 -0.71 0.35 0.77 0.40
O -1.417283 -3.255496 1.160160 -0.08 -0.44 -0.52 -0.21
O -2.167863 -1.884672 3.163733 -0.78 -0.85 -0.42 -0.23
C -1.131481 -2.078387 4.126492 0.37 0.86 1.24 -0.09
O -3.957160 -2.668277 1.640584 1.02 0.03 0.35 -0.23
C -4.481739 -3.296955 0.464294 0.02 -1.27 -0.01 -0.09
H -4.212770 -5.243868 4.237592 0.32 -0.21 -0.31 0.09
H -4.357887 -3.514814 4.111520 0.23 0.19 -0.52 0.09
H -3.040457 -4.188055 5.052563 -0.11 -0.10 0.11 0.09
H -0.312767 -1.374997 3.976597 0.06 -0.21 -0.52 0.07
H -0.730050 -3.084903 4.230958 -0.16 -0.11 -0.47 0.10
H -1.539762 -1.783186 5.095845 -0.19 -0.21 0.00 0.09
H -5.419033 -3.816661 0.671223 -0.19 0.48 0.44 0.09
H -3.836656 -4.130134 0.177948 0.29 0.33 -0.41 0.09
H -4.650217 -2.608601 -0.359864 0.31 0.25 0.19 0.08
C 3.837842 -0.722398 1.289164 0.53 0.35 -1.72 -0.12
O 4.407531 -1.441267 2.360586 -0.88 -0.76 1.72 -0.22
P 3.455325 -2.444225 3.243460 1.74 0.85 -0.87 0.43
O 2.310883 -1.795502 3.886560 0.29 -0.27 0.26 -0.23
O 4.578360 -3.127874 4.179217 -1.12 0.75 -0.97 -0.21
C 5.756270 -3.757079 3.650968 0.17 -0.62 -0.21 -0.10
O 3.061070 -3.564324 2.197159 0.48 -0.08 0.33 -0.21
C 1.924614 -3.488158 1.345719 -0.78 -0.43 -0.30 -0.10
H 3.931852 0.364323 1.339297 0.03 -0.09 0.77 0.06
H 2.803897 -0.948870 1.027476 -0.06 -0.27 0.43 0.05
H 4.461312 -0.991494 0.429131 -0.26 -0.02 -0.20 0.10
H 6.655128 -3.343734 4.103670 -0.24 0.13 0.33 0.09
H 5.912757 -3.691098 2.573771 -0.55 0.37 -0.05 0.09
H 5.670807 -4.818605 3.879008 0.12 0.02 0.15 0.09
H 1.133522 -2.826638 1.699659 0.16 -0.01 0.31 0.06
H 1.529402 -4.501919 1.297567 -0.13 0.11 -0.07 0.09
H 2.182029 -3.173408 0.333837 0.35 0.00 0.08 0.08
C 0.564177 0.407093 -0.096805 -0.05 0.65 -1.13 -0.18
C 0.231621 0.575235 1.361743 -0.77 -0.93 0.71 -0.14
C -1.291289 0.467850 1.303307 0.63 0.21 -0.56 -0.19
O -1.587265 1.306271 0.172455 -0.64 0.27 -0.36 -0.14
C -0.476679 1.356860 -0.747040 0.80 0.12 1.16 -0.17
H 0.302655 -0.515362 -0.618954 0.33 -0.72 1.01 0.10
H 1.616100 0.621148 -0.287950 -0.12 0.24 -0.38 0.10
H 0.483322 1.582996 1.695274 0.08 0.06 -0.10 0.11
H 0.705954 -0.102824 2.073851 0.00 -0.24 -0.20 0.10
H -1.820969 0.799241 2.195151 0.02 0.37 -0.14 0.11
H -1.628665 -0.547567 1.090991 0.18 -0.12 -0.02 0.09
H -0.080465 2.374118 -0.782096 -0.25 0.15 -0.07 0.10
H -0.746925 1.064587 -1.758825 -0.26 -0.07 0.12 0.08
C -2.726315 -0.369631 -4.122859 0.08 1.12 -2.78 -0.19
C -2.693351 -0.867059 -2.749946 -0.42 -0.38 2.25 -0.17
C -3.092644 -2.356937 -2.830206 0.94 0.83 -1.55 -0.15
O -2.501749 -2.702454 -4.120685 0.32 -0.42 0.32 -0.15
C -2.740959 -1.596926 -4.996077 -1.63 -1.04 -0.15 -0.21
H -1.881890 0.235272 -4.460061 0.08 0.21 0.62 0.10
H -3.624117 0.190355 -4.394834 0.02 0.23 0.45 0.12
H -3.374031 -0.261863 -2.147964 0.22 -0.20 0.41 0.10
H -1.687922 -0.811802 -2.331885 -0.07 0.04 0.14 0.10
H -4.174551 -2.512192 -2.852662 -0.10 0.03 -0.08 0.11
H -2.639640 -2.979724 -2.062836 0.05 -0.03 -0.07 0.11
H -3.751690 -1.758133 -5.394974 -0.17 0.14 -0.01 0.11
H -2.142662 -1.526013 -5.904036 0.77 -0.55 0.49 0.12
C -4.718200 0.676415 1.808752 0.74 0.30 1.00 -0.16
C -6.154015 0.508732 2.335221 0.96 -0.52 0.52 -0.16
C -6.921273 0.227955 1.076044 -0.59 -0.53 0.52 -0.24
O -6.324462 1.056209 0.108067 -0.75 -0.02 -0.61 -0.11
C -4.934848 1.119876 0.357413 0.91 -0.27 0.61 -0.19
H -4.052536 -0.176575 1.952222 -0.74 -0.69 -0.64 0.07
H -4.077372 1.360893 2.374072 -0.71 0.74 0.00 0.10
H -6.474666 1.435162 2.811039 -0.23 -0.05 -0.05 0.11
H -6.264044 -0.324213 3.031991 0.11 0.15 0.18 0.11
H -7.989524 0.363518 1.268611 -0.02 0.94 -0.64 0.12
H -6.925286 -0.834832 0.798632 0.73 -0.11 -0.14 0.11
H -4.595184 2.141683 0.196794 -0.06 -0.03 -0.19 0.12
H -4.328914 0.439197 -0.247246 -0.35 0.13 -0.56 0.09
```
Forces are in eV/Å.